C37H23Cl2N8O5Sr | ωB97M-V with the def2-TZVPD basis set

The geometry in XYZ format:
```
76
Properties=species:S:1:pos:R:3:mulliken_charge:R:1
Sr 0.5479 0.3723 0.2177 2.36
C 0.4820 -4.3633 -4.7232 -0.64
C 0.2697 -3.2650 -5.5673 -0.58
C -0.0452 -2.0165 -5.0551 -0.17
C -0.1360 -1.8863 -3.6759 -0.12
C -0.4413 -0.7543 -2.7966 -0.23
N -0.7241 0.4557 -3.2293 -0.45
C -1.1056 1.4783 -2.4527 -0.40
C -1.4603 2.7942 -2.9625 0.39
C -1.4592 3.3560 -4.2365 -0.22
C -1.8339 4.6807 -4.3651 -0.62
C -2.2142 5.4398 -3.2442 -0.64
C -2.2283 4.8821 -1.9784 -0.14
C -1.8463 3.5497 -1.8435 0.26
C -1.7135 2.6643 -0.6961 -0.22
N -2.0218 3.0302 0.5600 -0.55
C -1.9070 2.2505 1.6053 -0.15
N -1.3966 0.9749 1.6517 -0.19
C -1.4745 0.5210 2.9056 -0.09
N -1.1263 -0.6850 3.3785 -0.65
C -0.7083 -1.6682 2.6013 -0.10
N -0.4946 -1.6400 1.2709 -0.36
C -0.1965 -2.8894 0.8360 -0.46
N -0.0020 -3.2950 -0.3984 -0.46
C -0.1087 -2.4855 -1.4688 -0.31
N -0.3849 -1.1797 -1.4910 -0.16
C 0.0681 -2.9844 -2.8368 0.29
C 0.3802 -4.2356 -3.3470 -0.02
C -0.1409 -3.8052 1.9960 0.00
C 0.1551 -5.1517 2.1113 0.16
C 0.1316 -5.7084 3.3844 -0.72
C -0.1920 -4.9352 4.5023 -0.57
C -0.4976 -3.5854 4.3776 -0.13
C -0.4601 -3.0342 3.1100 0.25
C -2.0513 1.5537 3.7830 0.03
C -2.3341 1.5823 5.1383 0.04
C -2.8944 2.7418 5.6546 -0.68
C -3.1689 3.8384 4.8296 -0.55
C -2.8896 3.8027 3.4712 -0.14
C -2.3221 2.6464 2.9601 0.02
N -1.2574 1.4680 -1.1048 -0.45
H 0.7304 -5.3232 -5.1587 0.38
H 0.3555 -3.3996 -6.6387 0.38
H -0.2140 -1.1637 -5.7002 0.54
H -1.1652 2.7642 -5.0942 0.53
H -1.8376 5.1472 -5.3427 0.39
H -2.5035 6.4745 -3.3821 0.40
H -2.5255 5.4538 -1.1081 0.55
H 0.5423 -5.0733 -2.6813 0.55
H 0.4048 -5.7387 1.2369 0.56
H 0.3707 -6.7561 3.5161 0.39
H -0.1987 -5.3984 5.4810 0.39
H -0.7481 -2.9759 5.2359 0.57
H -2.1181 0.7245 5.7618 0.57
H -3.1251 2.8046 6.7108 0.38
H -3.6079 4.7283 5.2637 0.39
H -3.1022 4.6441 2.8243 0.56
O 1.8602 3.8775 -2.3489 -0.53
C 1.9721 2.9038 -1.4442 0.68
O 1.4249 2.9186 -0.3690 -0.52
C 2.8052 1.7437 -1.9379 -0.79
O 2.9181 0.7676 -0.9452 -0.03
C 4.0153 0.9731 -0.0463 -0.30
C 3.7553 0.2522 1.2851 0.00
O 4.7599 -0.1747 1.8603 -0.80
O 2.5451 0.1826 1.6372 -0.61
H 1.1702 4.4899 -2.0451 0.41
H 3.7750 2.1009 -2.2971 0.46
H 2.2733 1.3124 -2.7924 0.32
H 4.1255 2.0436 0.1613 0.37
H 4.9327 0.5915 -0.4962 0.21
Cl 3.3047 -2.5761 -0.4016 -0.13
C 3.4553 -2.9981 1.3158 0.79
Cl 4.4712 -4.4411 1.5460 -0.24
H 2.4643 -3.2319 1.6874 -0.48
H 3.9170 -2.1630 1.8337 0.08
```

Calculated values
Total charge = -1
Relative energy (zero: lowest compared OMol25 entry of this formula, charge and spin) = 0.0 kcal per mole

=====

C9H10BeN2S | ωB97M-V with the def2-TZVPD basis set

The geometry in XYZ format:
```
23
Properties=species:S:1:pos:R:3:nbo_charge:R:1
C 0.0611 -1.4603 -1.4640 -0.33
C -1.2611 -1.5543 -0.9346 -0.31
C -1.1723 -2.0378 0.3991 -0.37
C 0.2148 -2.1840 0.7277 -0.47
C 0.9782 -1.8551 -0.4462 -0.40
Be 0.7041 0.1451 1.0658 1.67
C -1.1309 2.0142 -0.4367 -0.84
C 0.1997 1.9277 -0.8562 0.21
C 0.7217 2.4734 -2.0284 -0.85
N 1.1754 1.1924 0.0482 -1.35
H -2.0111 -2.2771 1.0489 0.18
H -2.1755 -1.3181 -1.4730 0.19
H 0.6107 -2.6394 1.6326 0.19
H 2.0552 -1.9689 -0.5566 0.19
H 0.3197 -1.1472 -2.4726 0.19
H -1.8608 2.3535 -1.1771 0.16
H 2.1041 1.1989 -0.3709 0.36
H -1.4571 1.8333 0.5862 0.17
H 0.0344 2.9427 -2.7258 0.17
H 1.7933 2.3880 -2.2107 0.15
S -0.3788 -0.0894 5.2672 -0.26
C 0.0754 -0.0033 3.7655 0.19
N 0.4000 0.0656 2.6117 -0.85
```

Calculated values
Total charge = -2
Relative energy (zero: lowest compared OMol25 entry of this formula, charge and spin) = 0.2 kcal per mole

=====

C36H33N7O3SY | ωB97M-V with the def2-TZVPD basis set

The geometry in XYZ format:
```
81
Properties=species:S:1:pos:R:3:mulliken_charge:R:1
Y 0.4113 -0.1680 0.1191 0.35
C 3.0906 -2.2451 -0.4709 -0.61
C 3.4116 -1.4719 0.7728 0.77
C 4.6921 -1.4743 1.3178 -1.00
C 4.9447 -0.7298 2.4531 -0.71
C 3.9006 -0.0417 3.0526 -1.20
C 2.6400 -0.1077 2.4815 0.97
N 2.4193 -0.7731 1.3337 0.74
C 1.4565 0.5159 3.1282 0.41
C 1.4733 0.9020 4.4640 -1.17
C 0.3434 1.4908 4.9973 -1.24
C -0.7735 1.6627 4.1988 -0.73
C -0.7418 1.2061 2.8855 0.24
N 0.3611 0.6494 2.3776 0.74
C -1.9164 1.3320 1.9773 0.42
C -3.1176 1.8599 2.4299 -0.73
C -4.1884 1.9649 1.5574 -1.04
C -4.0285 1.5400 0.2554 -1.01
C -2.8015 1.0180 -0.1419 0.59
C -2.6157 0.5189 -1.5444 -1.48
N -1.7689 0.9218 0.7022 1.37
H 3.8304 -3.0223 -0.6478 0.57
H 3.0729 -1.5829 -1.3415 -0.08
H 2.1103 -2.7163 -0.3786 0.03
H 5.4772 -2.0451 0.8419 0.49
H 5.9389 -0.6909 2.8772 0.46
H 4.0741 0.5400 3.9451 0.42
H 2.3399 0.7331 5.0847 0.48
H 0.3259 1.8072 6.0313 0.46
H -1.6503 2.1335 4.6139 0.48
H -3.2348 2.1778 3.4535 0.51
H -5.1310 2.3729 1.8970 0.47
H -4.8387 1.6051 -0.4577 0.57
H -3.3529 0.9583 -2.2132 0.57
H -2.7495 -0.5664 -1.5580 0.29
H -1.6138 0.7307 -1.9223 0.16
C 3.9936 1.8968 -1.7026 -0.45
O 3.3416 2.0857 -2.9521 -0.51
C 2.6383 1.0463 -3.4867 -0.02
C 2.8297 0.8044 -4.8335 -0.47
C 2.1737 -0.2369 -5.4855 -0.84
C 1.3276 -1.0465 -4.7696 -1.09
C 1.0798 -0.8034 -3.4080 1.56
C 0.1802 -1.6967 -2.7281 -1.22
N -0.2047 -1.5748 -1.5024 1.19
N -1.0413 -2.5935 -1.0509 -1.15
C -1.1113 -2.6624 0.2548 0.64
O -0.4870 -1.8585 1.0611 -0.92
C -1.9263 -3.7636 0.8230 0.48
C -2.1477 -3.8031 2.1972 -0.28
C -2.8904 -4.8304 2.7558 -0.82
C -3.4113 -5.8296 1.9471 -0.37
C -3.1908 -5.7965 0.5757 -0.74
C -2.4526 -4.7699 0.0134 -0.29
C 1.7189 0.2729 -2.7381 0.05
O 1.4679 0.5531 -1.4760 0.13
H 4.8984 2.5029 -1.7401 0.33
H 4.2769 0.8520 -1.5498 0.23
H 3.3685 2.2237 -0.8746 0.04
H 3.5214 1.4468 -5.3633 0.50
H 2.3553 -0.4151 -6.5362 0.40
H 0.8301 -1.8840 -5.2441 0.44
H -0.1864 -2.5602 -3.2823 0.33
H -1.7251 -3.0210 2.8144 0.44
H -3.0606 -4.8581 3.8245 0.40
H -3.9843 -6.6371 2.3842 0.39
H -3.5932 -6.5802 -0.0530 0.40
H -2.2687 -4.7321 -1.0504 0.45
C -0.3919 5.1275 2.2949 -0.76
N -0.9003 4.7464 0.9952 0.35
C -1.9703 5.3244 0.3301 -0.26
C -2.0635 4.7352 -0.8750 -0.74
N -1.0472 3.7998 -0.9372 0.20
C -0.3244 3.7991 0.2090 -0.19
S 1.0418 2.8943 0.5618 -0.39
H -1.1893 5.5850 2.8766 0.32
H 0.4348 5.8315 2.1940 0.29
H -0.0163 4.2427 2.8023 0.26
H -2.5581 6.1120 0.7671 0.49
H -2.7476 4.9066 -1.6863 0.44
H -0.7916 3.2466 -1.7368 0.17
```

Calculated values
Total charge = +1
Relative energy (zero: lowest compared OMol25 entry of this formula, charge and spin) = 14.3 kcal per mole

=====

C3H18N6O6 | ωB97M-V with the def2-TZVPD basis set

The geometry in XYZ format:
```
33
Properties=species:S:1:pos:R:3:nbo_charge:R:1
O -1.5924 -1.4071 1.0491 -0.97
H -1.9967 -0.5309 1.0284 0.49
H -1.3519 -1.4741 0.1244 0.49
O 1.0035 -1.4021 -3.5641 -0.98
H 0.3628 -1.5686 -2.8379 0.50
H 0.6590 -1.7264 -4.3859 0.47
O 1.0117 -1.6260 2.1285 -1.01
H 0.0576 -1.7132 1.8751 0.52
H 1.6475 -2.0498 1.5453 0.48
C 0.1030 1.4118 -0.8386 0.78
O -0.8179 1.4039 -0.0449 -0.68
N 0.1872 2.2497 -1.9206 -0.83
N 1.1111 0.4897 -0.8466 -0.85
H -0.3650 3.0173 -1.9129 0.39
H 1.1717 2.3368 -2.0929 0.38
H 1.7473 0.4184 -1.6408 0.41
H 1.0648 -0.2102 -0.1850 0.41
C 2.2149 1.4722 4.2662 0.77
O 2.3630 2.1473 5.2737 -0.66
N 2.7789 0.2875 3.9134 -0.87
N 1.1423 1.6996 3.4494 -0.86
H 2.2508 -0.2081 3.1906 0.42
H 3.6342 -0.0569 4.4094 0.41
H 0.5184 2.3801 3.7516 0.40
H 1.0389 1.2098 2.5656 0.39
C -2.1603 -1.1786 -2.2341 0.79
O -1.2696 -1.9656 -1.8346 -0.71
N -2.0262 -0.2913 -3.3010 -0.83
N -3.4289 -1.2652 -1.6821 -0.83
H -2.4042 0.5923 -3.0600 0.39
H -1.0431 -0.3237 -3.5681 0.41
H -3.6006 -1.6778 -0.7574 0.42
H -4.0119 -0.4408 -1.8633 0.38
```

Calculated values
Relative energy (zero: lowest compared OMol25 entry of this formula, charge and spin) = 21.1 kcal per mole

=====

C23H52FN3O7P | ωB97M-V with the def2-TZVPD basis set

The geometry in XYZ format:
```
87
Properties=species:S:1:pos:R:3:mulliken_charge:R:1
C 3.8835 1.5700 2.5627 -1.36
C 2.4501 1.4426 3.1351 0.51
P 1.4724 0.0580 2.4066 -0.56
C 1.9852 -0.3187 0.6712 -0.80
C 1.0104 -1.2289 -0.0939 -0.89
N -0.2517 0.3312 2.5515 0.26
C -1.0369 -0.6811 2.8945 0.08
N -0.9386 -1.4100 3.9643 -0.29
N -2.0525 -0.8109 1.9452 -0.40
C -2.0099 0.3748 1.0826 -1.28
C -1.0141 1.3333 1.7673 1.47
C -1.6926 2.2222 2.9034 -0.88
C -3.2098 2.0796 2.9380 -0.23
O -3.9456 2.9605 2.7392 -0.41
C -0.2423 2.2869 0.8710 -0.91
C -1.2455 3.2573 0.2291 -0.26
F -0.6323 3.8862 -0.8127 -0.33
H 4.0548 1.0148 1.6448 0.38
H 4.1367 2.6140 2.4158 0.38
H 4.6009 1.1973 3.2877 0.35
H 2.5529 1.2534 4.1985 0.45
H 1.9572 2.4118 3.0750 -0.38
H 2.1591 0.6179 0.1381 0.55
H 2.9508 -0.8129 0.7061 0.71
H 0.4263 -0.6207 -0.7783 0.13
H 1.5938 -1.8842 -0.7340 0.36
H 0.3980 -1.8694 0.5403 0.14
H -0.0453 -1.6751 4.3623 0.27
H -1.7839 -1.6734 4.4535 0.31
H -1.7469 -1.6106 1.3931 0.41
H -1.5666 0.0745 0.1270 0.35
H -2.9615 0.7976 0.7764 0.54
H -1.3542 1.8422 3.8678 0.28
H -1.3727 3.2580 2.8626 0.46
H -3.5711 1.0588 3.1988 0.37
H 0.1436 1.7132 0.0276 0.30
H 0.5400 2.8355 1.3848 0.32
H -1.6136 3.9988 0.9278 0.35
H -2.0644 2.6795 -0.1973 0.29
C 1.0463 -3.4400 -3.7274 -0.70
O 1.6269 -2.1644 -3.9506 -0.33
C 3.0393 -2.2326 -4.1147 -0.39
C 3.4376 -2.1217 -5.5710 -0.68
O 3.0104 -3.2522 -6.3127 -0.39
C 1.8542 -2.9912 -7.0922 -0.73
H -0.0357 -3.3419 -3.8092 0.11
H 1.3847 -4.1723 -4.4626 0.40
H 1.2929 -3.7904 -2.7175 0.33
H 3.4353 -3.1536 -3.6762 0.38
H 3.4689 -1.3855 -3.5687 0.34
H 4.5298 -2.0873 -5.6340 0.40
H 3.0456 -1.1986 -6.0084 0.34
H 2.1121 -2.3550 -7.9451 0.40
H 1.0678 -2.5136 -6.5022 0.30
H 1.4797 -3.9418 -7.4687 0.23
C 0.7181 4.2996 5.1783 -0.82
O 1.5747 3.5503 6.0188 -0.37
C 2.7636 4.2619 6.3579 -0.48
C 2.6914 4.8333 7.7572 -0.66
O 1.7148 5.8583 7.8477 -0.37
C 0.5128 5.4306 8.4673 -0.68
H -0.2380 3.7784 5.1242 0.23
H 0.5461 5.3055 5.5663 0.42
H 1.1431 4.3629 4.1676 0.35
H 2.9620 5.0534 5.6292 0.38
H 3.5899 3.5454 6.3123 0.38
H 3.6574 5.2860 8.0002 0.39
H 2.4967 4.0426 8.4878 0.35
H 0.6680 5.2961 9.5422 0.34
H 0.1427 4.4985 8.0322 0.26
H -0.2347 6.2080 8.3178 0.25
C -5.4888 -5.1183 -5.9123 -0.69
O -5.2032 -3.7450 -6.1226 -0.37
C -4.3106 -3.2082 -5.1614 -0.70
C -2.9092 -3.0721 -5.7184 -0.27
O -2.3240 -4.3440 -5.9650 -0.34
C -2.3370 -4.6892 -7.3416 -0.77
H -6.0138 -5.4881 -6.7913 0.25
H -4.5765 -5.7038 -5.7757 0.30
H -6.1373 -5.2412 -5.0384 0.32
H -4.3054 -3.8171 -4.2515 0.35
H -4.6829 -2.2117 -4.9000 0.39
H -2.2810 -2.5680 -4.9748 0.27
H -2.9110 -2.4608 -6.6254 0.37
H -1.6017 -4.0867 -7.8859 0.27
H -3.3247 -4.5497 -7.7860 0.37
H -2.0609 -5.7389 -7.4287 0.27
```

Calculated values
Total charge = +1

=====

C4H7Cl2NO | ωB97M-V with the def2-TZVPD basis set

The geometry in XYZ format:
```
15
Properties=species:S:1:pos:R:3:nbo_charge:R:1
C 1.2817 0.9053 -1.4973 -0.44
C 1.5308 -0.6671 0.4157 -0.66
C -1.6791 0.2273 0.4923 0.00
C 1.5602 0.6929 -0.2308 -0.03
N -2.1171 -0.4436 1.4323 -0.08
O -2.9397 -1.4801 1.1942 -0.50
Cl -2.0281 0.1747 -1.2874 -0.09
Cl 1.8834 1.9484 0.8971 -0.01
H 1.1220 -0.0413 -2.0586 0.22
H -2.9860 -1.5426 0.1868 0.46
H 1.2025 1.9514 -1.8229 0.23
H 1.5160 -1.3206 -0.5670 0.22
H 2.4079 -0.8350 1.0791 0.23
H 0.5805 -0.8021 1.0231 0.24
H -1.3351 1.2324 0.7434 0.22
```

Calculated values
Relative energy (zero: lowest compared OMol25 entry of this formula, charge and spin) = 56.9 kcal per mole

=====

Number 1: E_LUMO 0.0441 hartree, calculated total energy -3189.4760 hartree. Number 2: E_LUMO 0.1738 hartree, calculated total energy -871.3535 hartree. Number 3: E_LUMO -0.1157 hartree, calculated total energy -2437.2286 hartree. Number 4: E_LUMO 0.0060 hartree, calculated total energy -905.1957 hartree. Number 5: E_LUMO -0.1381 hartree, calculated total energy -2039.2874 hartree. Number 6: E_LUMO 0.0188 hartree, calculated total energy -1206.8785 hartree.